No. 1
49
Properties=species:S:1:pos:R:3:mulliken_charge:R:1 method="wB97M-V/def2-TZVPD" orbital_gap_ev="6.317 / 6.317" lumo_energy_ha="-0.1543 / -0.1543" homo_ev="-10.51 / -10.51" total_charge=+1 spin_multiplicity=1
Rh -0.94310 -0.46183 0.25606 0.628
O -1.57467 -1.41948 -3.61603 -0.703
C -1.45027 -1.36005 -2.41147 0.254
N -1.14762 -0.25791 -1.66749 -0.038
C -0.84405 1.02307 -2.14931 0.248
C -0.72978 1.38924 -3.49040 -0.555
C -0.42433 2.69995 -3.81431 -0.613
C -0.22489 3.65163 -2.82236 -0.773
C -0.32732 3.30620 -1.48534 -0.217
C -0.64698 1.99144 -1.14549 -0.050
N -0.71621 1.47592 0.16890 -0.406
C -0.59160 2.17412 1.33422 0.242
O -0.47919 3.37566 1.45272 -0.688
C -0.69688 1.28007 2.54036 0.651
C -0.61489 1.82797 3.80676 -0.675
C -0.68093 0.98563 4.90446 -0.313
C -0.82153 -0.37694 4.69858 -0.919
C -0.90228 -0.84938 3.40089 0.097
N -0.85012 -0.04234 2.34352 0.125
C -1.69827 -2.56967 -1.54934 0.547
C -2.05912 -3.76710 -2.13790 -0.681
C -2.29758 -4.86579 -1.32842 -0.282
C -2.17310 -4.72972 0.04504 -0.935
C -1.81112 -3.49926 0.56191 0.160
N -1.57885 -2.44292 -0.21530 0.069
H -0.89188 0.64593 -4.25424 0.500
H -0.34598 2.98946 -4.85344 0.411
H 0.00451 4.67237 -3.09653 0.429
H -0.18412 4.03640 -0.70370 0.549
H -0.49996 2.89826 3.90042 0.503
H -0.62037 1.38750 5.90664 0.448
H -0.86938 -1.07249 5.52386 0.431
H -1.01119 -1.90612 3.19755 0.298
H -2.14762 -3.80530 -3.21410 0.507
H -2.57871 -5.81497 -1.76371 0.449
H -2.34905 -5.55833 0.71538 0.442
H -1.70634 -3.34998 1.62797 0.258
S 1.06581 -1.46362 0.33503 -0.308
C 2.28899 -0.27593 0.14248 0.620
N 3.57708 -0.61528 0.19945 -0.211
C 4.46285 0.51579 -0.07798 -0.523
C 3.45951 1.67287 -0.28107 -0.615
N 2.16782 1.01219 -0.10567 0.253
H 3.88470 -1.55546 0.37646 0.193
H 5.05846 0.32720 -0.96963 0.315
H 5.13253 0.69262 0.76161 0.315
H 3.52980 2.10780 -1.27659 0.336
H 3.58557 2.46424 0.45561 0.330
H 1.27163 1.45633 -0.22610 -0.109

=====

No. 2
50
Properties=species:S:1:pos:R:3:mulliken_charge:R:1 method="wB97M-V/def2-TZVPD" orbital_gap_ev=6.218 lumo_energy_ha=0.0376 homo_ev=-5.19 total_charge=-1 spin_multiplicity=1
C 4.90529 0.33681 -4.20205 -1.196
C 3.70617 1.14793 -4.72404 0.080
C 3.47361 2.45233 -3.96326 -0.947
O 2.09447 2.80640 -3.93341 -0.284
C 1.34750 2.47396 -2.83852 0.268
Br 1.97829 0.78622 -1.95528 -0.112
O 1.27532 3.42768 -1.88840 -0.629
B 0.07790 3.11162 -1.09227 0.960
I -0.85646 4.98596 -0.23987 -0.296
O -0.82206 2.34192 -2.03793 -0.628
C -0.16654 2.27149 -3.20495 0.409
Cl -0.57437 3.87850 -4.18634 -0.272
C -0.62211 1.20390 -4.18812 -0.794
C -0.89544 -0.15842 -3.59546 -0.014
O -0.08334 -1.04057 -3.42507 -0.480
H 4.55182 -0.55184 -3.68678 0.278
H 5.48300 0.92885 -3.49708 0.303
H 5.54344 0.01713 -5.02218 0.337
H 2.80697 0.54837 -4.59126 0.036
H 3.77399 1.35144 -5.79009 0.478
H 3.96036 3.26244 -4.50677 0.386
H 3.91447 2.43630 -2.97108 0.475
H 0.25299 2.42378 -0.11691 -0.321
H -1.56954 1.56049 -4.58375 0.437
H 0.08129 1.16322 -5.01575 0.312
H -1.95375 -0.35292 -3.34418 0.335
C -1.03895 -1.81701 0.01669 -0.691
C -0.35157 -0.66925 0.39536 0.199
C -0.32592 -0.28376 1.72586 -0.936
C -0.99366 -1.04082 2.68058 0.192
C -1.70279 -2.18601 2.29429 0.205
C -1.71434 -2.57249 0.96065 -0.718
C -2.45977 -2.99187 3.28517 0.654
O -3.07044 -3.99188 2.96222 -0.686
C -2.45739 -2.53698 4.70736 0.185
C -3.19815 -3.24440 5.64602 -0.551
C -3.19802 -2.84511 6.97068 -0.461
C -2.45120 -1.73993 7.36609 -0.456
C -1.71448 -1.03029 6.43423 -0.548
C -1.72010 -1.42110 5.10148 0.164
C -0.93863 -0.62384 4.10702 0.563
O -0.28285 0.32952 4.46832 -0.660
H -1.04702 -2.11691 -1.02373 0.511
H 0.16496 -0.08010 -0.35320 0.224
H 0.20630 0.60895 2.02336 0.511
H -2.25528 -3.46224 0.67046 0.463
H -3.77225 -4.10371 5.32936 0.463
H -3.77955 -3.39471 7.69933 0.387
H -2.44795 -1.43141 8.40333 0.392
H -1.13421 -0.16764 6.72986 0.474

=====

No. 3
56
Properties=species:S:1:pos:R:3:lowdin_spin:R:1 method="wB97M-V/def2-TZVPD" orbital_gap_ev="4.768 / 4.878" lumo_energy_ha="-0.2497 / -0.2460" e_above_lowest_kcal_mol=0.0 homo_ev="-11.56 / -11.57" s2=0.7651 total_charge=+1 spin_multiplicity=2
Ir -0.38069 0.37706 -0.35979 -0.008
C -2.53732 -1.08275 -2.77835 0.000
C -2.82083 -1.16104 -1.28990 0.000
N -2.49516 0.08910 -0.50497 0.000
C -3.30170 1.20878 -1.12589 0.000
C -3.48644 2.46122 -0.29148 0.000
C -2.91459 -0.13167 0.89946 0.000
C -1.87072 -0.95069 1.63167 0.002
N -0.59098 -0.28459 1.37394 0.028
C 0.31399 -0.10861 2.40413 0.093
C 1.22279 0.93722 2.37505 0.682
F -0.50822 2.19416 0.28178 0.018
C 2.09995 1.25758 3.36396 0.089
F 2.91384 2.30489 3.25804 0.008
C 2.13751 0.45661 4.49650 0.035
C 1.26921 -0.62107 4.57107 -0.014
F 1.30127 -1.42033 5.62929 -0.005
C 0.36821 -0.91423 3.56414 0.018
F -0.38467 -2.00583 3.68235 0.011
H -2.66901 -2.08154 -3.19441 0.000
H -1.52221 -0.76211 -2.99474 0.000
H -3.22872 -0.41881 -3.29371 0.000
H -2.27429 -1.98801 -0.84459 0.000
H -3.88794 -1.33872 -1.13022 0.000
H -4.27517 0.77458 -1.36909 0.000
H -2.80854 1.45419 -2.05973 0.000
H -4.21344 2.32609 0.50951 0.000
H -3.87299 3.23520 -0.95353 0.000
H -2.54712 2.82630 0.11509 0.000
H -3.89780 -0.60472 0.93754 0.000
H -2.97442 0.83655 1.39110 0.000
H -1.79402 -1.98677 1.28559 0.001
H -2.10376 -0.95936 2.69275 0.000
H 2.83047 0.65609 5.30404 0.008
Br 0.48880 -4.34709 -1.82056 -0.002
C 1.70170 -3.00278 -1.35228 -0.006
C 3.08183 -3.27739 -1.32182 0.004
C 3.99518 -2.30191 -1.01900 -0.006
Br 5.82736 -2.71544 -1.04432 -0.003
C 3.56776 -0.98455 -0.70398 0.003
C 4.39446 0.13220 -0.45669 -0.003
C 3.83881 1.36460 -0.22413 0.004
C 2.44732 1.49904 -0.17159 0.020
N 1.66066 0.45200 -0.35675 0.029
C 2.18328 -0.76139 -0.67815 -0.001
C 1.23541 -1.74357 -1.04354 0.000
O -0.04864 -1.39094 -1.10407 -0.012
H 3.41981 -4.27521 -1.56376 0.000
H 5.46923 0.01122 -0.47949 0.000
H 4.45610 2.23717 -0.07067 0.000
H 1.95284 2.44223 0.02510 0.005
O 1.12925 3.03092 -2.59761 0.000
Cl -0.15843 2.49826 -2.86647 0.000
O -0.40103 2.27343 -4.23764 0.000
O -1.19464 3.22222 -2.22637 0.000
O -0.14357 1.06223 -2.26277 0.000

=====

No. 4
49
Properties=species:S:1:pos:R:3:mulliken_charge:R:1 method="wB97M-V/def2-TZVPD" orbital_gap_ev=7.684 lumo_energy_ha=-0.2521 homo_ev=-14.54 total_charge=+2 spin_multiplicity=1
Ga -0.69363 -0.38881 -0.09047 0.993
C 4.04875 3.07828 0.71370 -0.514
C 3.15117 2.64788 1.68225 -0.814
C 2.31000 1.57614 1.42256 -0.191
C 2.39754 0.93314 0.19613 0.052
C 3.30661 1.33876 -0.77282 -0.136
C 4.12714 2.42343 -0.51009 -0.712
N 1.52864 -0.17895 -0.05561 1.015
N 2.08106 -1.17201 -0.54697 -0.800
C 1.22910 -2.26885 -0.82981 -0.167
C 1.86754 -3.42841 -1.23549 -0.338
C 1.10097 -4.55408 -1.50898 -0.610
C -0.27463 -4.48694 -1.38033 -0.856
C -0.90126 -3.30312 -0.97984 -0.700
C -0.15744 -2.17344 -0.68905 0.242
H 4.69997 3.91737 0.91752 0.452
H 3.11642 3.13979 2.64520 0.444
H 1.62297 1.21591 2.18034 0.529
H 3.36513 0.80849 -1.71440 0.458
H 4.83706 2.75287 -1.25646 0.407
H 2.94601 -3.43655 -1.32263 0.500
H 1.57694 -5.47167 -1.82542 0.421
H -0.87969 -5.35577 -1.60331 0.440
H -1.97708 -3.29979 -0.92777 0.169
C 0.24038 2.94054 -1.11936 -0.918
C -0.33179 2.65136 0.22171 0.657
N -0.80704 1.48669 0.62608 0.339
C -1.30979 1.53588 1.91896 -0.264
C -1.18925 2.74902 2.50198 -0.240
S -0.47231 3.85360 1.41202 -0.073
C -2.03521 0.34469 2.35165 0.033
C -2.67596 0.08542 3.51322 -0.357
S -3.63716 -1.31479 3.33769 -0.086
C -3.12772 -1.50701 1.72274 0.682
N -2.25633 -0.58981 1.34899 0.133
C -3.73329 -2.54805 0.84671 -1.298
H -0.43632 3.58937 -1.67851 0.388
H 1.19961 3.44977 -1.02191 0.334
H 0.39571 2.02367 -1.68301 -0.029
H -1.52076 3.05608 3.48042 0.482
H -2.66013 0.65014 4.43107 0.470
H -4.81964 -2.48742 0.91751 0.502
H -3.43729 -3.55295 1.14753 0.355
H -3.46111 -2.37416 -0.19046 0.237
Cl 0.00333 0.11465 -3.28503 -0.026
C -1.73015 0.33952 -3.47145 -0.390
Cl -2.55042 0.39870 -1.86561 -0.006
H -2.15121 -0.49714 -4.01540 0.392
H -1.92547 1.28853 -3.95579 0.400

=====

No. 5
48
Properties=species:S:1:pos:R:3:mulliken_charge:R:1 method="wB97M-V/def2-TZVPD" orbital_gap_ev=8.223 lumo_energy_ha=0.0123 e_above_lowest_kcal_mol=0.0 homo_ev=-7.89 spin_multiplicity=1
C 4.45307 1.55944 -1.58786 -0.800
O 3.42921 0.73904 -1.05237 -0.196
C 3.25943 0.81546 0.28393 0.440
O 3.95529 1.53391 0.97081 -0.698
C 2.17636 -0.05384 0.74225 -0.921
C 1.79814 -0.15095 2.03762 0.778
C 2.37589 0.59519 3.19371 -1.835
N 0.80050 -1.02841 2.38680 0.054
C 0.31360 -2.00548 1.55303 0.756
C -0.52445 -3.02842 2.24462 -1.828
C 0.63460 -1.97996 0.23924 -0.846
C 0.17746 -2.98440 -0.71948 0.275
O -0.46657 -3.98363 -0.47615 -0.695
O 0.55743 -2.67747 -1.97756 -0.219
C 0.14983 -3.58991 -2.98164 -0.757
C 1.39791 -0.79866 -0.33002 2.027
C 0.41787 0.14989 -0.95726 -0.058
C 0.40268 0.79214 -2.16185 -1.485
C -0.76725 1.57910 -2.17859 -0.565
C -1.39956 1.36601 -0.97720 0.168
C -2.65027 1.81488 -0.39577 0.509
C -3.19816 1.06186 0.64959 -0.737
C -4.38741 1.41884 1.24810 -0.576
C -5.07319 2.54310 0.82077 -0.557
C -4.54432 3.30872 -0.20533 0.367
Cl -5.39229 4.71717 -0.72640 -0.209
C -3.34159 2.95905 -0.81242 0.042
Cl -2.72253 3.98477 -2.04695 -0.224
O -0.66811 0.48866 -0.23982 -0.091
H 4.21285 2.61411 -1.43660 0.333
H 4.50282 1.32857 -2.64897 0.248
H 5.40792 1.34617 -1.10224 0.315
H 2.80592 -0.10266 3.91201 0.387
H 1.59009 1.16099 3.69370 0.386
H 3.14834 1.27687 2.85649 0.372
H 0.55242 -1.08401 3.36398 0.327
H -0.95798 -3.71288 1.52420 0.380
H -1.31880 -2.53750 2.80627 0.404
H 0.08670 -3.59881 2.94405 0.379
H -0.94012 -3.64277 -3.02852 0.317
H 0.53840 -4.58888 -2.77112 0.302
H 0.55348 -3.21036 -3.91675 0.245
H 2.08056 -1.13431 -1.11357 0.966
H 1.13703 0.70969 -2.93539 0.643
H -1.09813 2.19602 -2.98693 0.495
H -2.66644 0.18087 0.97312 0.568
H -4.79150 0.81911 2.04890 0.393
H -6.00714 2.83369 1.27360 0.421

=====

No. 6
49
Properties=species:S:1:pos:R:3:lowdin_spin:R:1 method="wB97M-V/def2-TZVPD" orbital_gap_ev="7.559 / 4.379" lumo_energy_ha="-0.2293 / -0.3691" e_above_lowest_kcal_mol=4.1 homo_ev="-13.80 / -14.42" s2=6.0861 total_charge=+2 spin_multiplicity=5
Pd 1.26832 0.87222 -1.83789 1.386
C -2.87020 4.72305 -0.75759 0.033
C -2.98498 3.20042 -0.83992 0.037
N -2.26919 2.53985 0.24591 0.316
C -3.02787 2.31914 1.48197 0.024
C -3.74541 0.96921 1.46594 0.023
C -1.00780 2.11116 0.13273 0.017
S -0.07151 2.62476 -1.27486 0.188
N -0.51937 1.42507 1.15043 0.350
C 0.54718 0.59461 1.21463 0.025
O 1.17877 0.14620 0.23494 0.123
C 0.93188 0.19164 2.56552 0.072
C 0.04330 0.37069 3.64613 0.054
C 0.38099 -0.10575 4.89457 0.001
C 1.60675 -0.73807 5.08343 0.080
C 2.50617 -0.88898 4.01987 0.023
C 2.17472 -0.42973 2.76662 0.023
H -3.50926 5.16283 -1.52077 0.003
H -1.84514 5.04626 -0.93104 0.002
H -3.19677 5.09442 0.21369 0.000
H -2.58906 2.84402 -1.78896 0.008
H -4.02944 2.89862 -0.75654 0.005
H -3.74934 3.13083 1.56343 0.005
H -2.33794 2.37267 2.31875 0.004
H -4.46593 0.91021 0.65053 0.000
H -4.28751 0.84150 2.40135 0.001
H -3.02392 0.15802 1.36696 0.001
H -0.90000 0.86817 3.48085 0.000
H -0.30581 0.01701 5.72027 -0.001
H 1.86802 -1.11080 6.06507 0.003
H 3.46082 -1.36907 4.18483 0.000
H 2.85913 -0.53235 1.93632 0.000
Cl 2.76985 -5.76923 -3.29979 0.098
C 2.87080 -4.09826 -3.02335 0.213
C 4.11555 -3.51338 -2.84864 -0.017
C 4.24271 -2.15525 -2.62655 0.175
I 6.09164 -1.25963 -2.35628 0.075
C 3.09041 -1.29800 -2.56904 0.120
O 3.17347 -0.06170 -2.39457 0.282
C 1.78751 -1.93319 -2.74877 0.064
N 0.71206 -1.12386 -2.70041 0.117
C -0.49595 -1.62444 -2.88814 0.019
C -0.70575 -2.98290 -3.12653 0.009
C 0.37666 -3.82919 -3.16244 0.015
C 1.66858 -3.31021 -2.98066 0.025
H 5.00103 -4.13309 -2.88959 -0.003
H -1.32240 -0.92607 -2.86375 0.002
H -1.70913 -3.35092 -3.28388 0.001
H 0.24334 -4.88851 -3.33476 0.001

=====

No. 7
48
Properties=species:S:1:pos:R:3:mulliken_charge:R:1 method="wB97M-V/def2-TZVPD" orbital_gap_ev=8.459 lumo_energy_ha=-0.0121 e_above_lowest_kcal_mol=61.4 homo_ev=-8.79 spin_multiplicity=1
C 2.53460 0.78516 -0.95408 -0.680
C 2.73997 0.32927 0.54705 -1.635
C 2.30171 1.41932 1.51486 0.631
C 0.96522 1.50759 1.97623 0.776
N 0.07541 0.52328 1.56095 0.003
C -1.40869 0.67621 1.54369 0.518
C -1.97704 0.39285 0.12616 -0.579
N -3.24067 0.14139 -0.15338 -0.402
O -3.24855 0.03800 -1.54951 -0.342
C -1.90842 0.14923 -2.05551 0.256
C -1.47642 -1.14001 -2.76229 0.283
C -2.39037 -2.14990 -3.13119 -0.478
C -1.94173 -3.26648 -3.83634 -0.675
C -0.60879 -3.41547 -4.20345 0.450
C -0.14769 -4.61110 -4.81915 -0.006
N 0.07556 -5.60605 -5.37015 -0.486
C 0.30095 -2.42165 -3.83666 -0.710
C -0.12947 -1.27008 -3.13023 -0.346
O -1.11315 0.47975 -0.92200 -0.095
C -2.01611 -0.27257 2.62548 -0.156
C -1.82640 -1.74584 2.33920 -1.422
O -3.45159 -0.10047 2.75312 -0.622
C 0.59628 2.53874 2.80643 -0.431
C 1.55175 3.44792 3.22891 -1.340
C 2.90296 3.41277 2.76800 0.532
C 3.84403 4.41949 3.18635 -0.175
N 4.51806 5.29995 3.54600 -0.521
C 3.28137 2.38983 1.88641 0.127
Cl 4.95069 2.26496 1.32559 -0.187
H 2.57678 -0.10557 -1.59769 0.244
H 1.57229 1.29352 -1.05226 0.215
H 3.31389 1.48722 -1.28836 0.408
H 2.17869 -0.58128 0.67925 0.539
H 3.75869 0.04633 0.75905 0.615
H 0.44791 -0.07410 0.82770 0.129
H -1.67826 1.69919 1.76658 0.583
H -1.88286 0.98956 -2.77720 0.419
H -3.43455 -2.05571 -2.84695 0.455
H -2.66991 -3.99878 -4.10296 0.455
H 1.34151 -2.55972 -4.07891 0.455
H 0.59340 -0.48484 -2.84758 0.307
H -1.51722 -0.05785 3.57885 0.510
H -0.82488 -2.01568 2.67057 0.341
H -2.54699 -2.29856 2.90191 0.422
H -1.91760 -1.95259 1.31062 0.308
H -3.95859 -0.40253 1.97632 0.398
H -0.39714 2.65638 3.16120 0.455
H 1.29139 4.19894 3.94936 0.457

=====

No. 8
51
Properties=species:S:1:pos:R:3:mulliken_charge:R:1 method="wB97M-V/def2-TZVPD" orbital_gap_ev=3.230 lumo_energy_ha=-0.5099 homo_ev=-17.11 total_charge=+3 spin_multiplicity=1
Pd 1.38307 -0.70648 -0.36765 0.176
C 4.90254 2.21060 2.32274 -0.752
N 4.55325 1.01314 1.61071 0.128
C 5.34714 -0.05029 1.39072 -0.084
C 4.60345 -0.97514 0.67482 -0.896
N 3.37573 -0.46244 0.47407 0.220
C 3.34788 0.75468 1.04161 0.007
P 1.98331 1.99108 0.98842 -0.318
C 0.71445 0.94437 1.82693 0.504
N 0.67339 -0.39395 1.69899 -0.155
C -0.16058 -0.87286 2.63878 -0.944
C -0.62577 0.19260 3.37981 -0.159
N -0.06752 1.31518 2.86991 0.199
C -0.36649 2.64661 3.32048 -0.830
C 1.63407 1.75989 -0.82592 0.786
N 2.16208 0.78988 -1.61541 -0.552
C 2.11977 1.21416 -2.88458 -1.069
C 1.60017 2.49696 -2.89659 -0.070
N 1.31769 2.82629 -1.61736 0.224
C 0.78425 4.08996 -1.18831 -0.789
H 5.92965 2.13499 2.67422 0.336
H 4.24908 2.34818 3.18664 0.319
H 4.82087 3.08415 1.67249 0.345
H 6.36046 -0.10589 1.74019 0.457
H 4.90901 -1.93823 0.30733 0.516
H -0.34522 -1.92537 2.75436 0.544
H -1.28526 0.20348 4.22677 0.491
H -0.42825 2.67227 4.40882 0.351
H -1.33276 2.96688 2.92752 0.341
H 0.39557 3.34883 2.98844 0.354
H 2.46869 0.61053 -3.70018 0.517
H 1.44979 3.16529 -3.72229 0.496
H 1.17264 4.88670 -1.82278 0.357
H 1.06801 4.28868 -0.15456 0.347
H -0.30395 4.09688 -1.25940 0.315
F -6.92007 -4.63837 -3.10784 -0.194
C -6.69474 -3.75143 -2.14490 0.761
F -7.09607 -4.27159 -0.98782 -0.203
F -7.41231 -2.66441 -2.39007 -0.233
C -5.19854 -3.42752 -2.07240 0.450
C -4.74815 -2.13730 -2.38192 -0.554
C -3.44881 -1.79577 -2.09901 -0.477
C -2.56900 -2.74852 -1.51902 0.537
C -3.01824 -4.07807 -1.30725 -0.481
C -4.31553 -4.41254 -1.61528 -0.730
C -1.28070 -2.35696 -1.16404 -0.191
C -0.18367 -1.89285 -0.83064 0.550
H -5.43253 -1.40576 -2.78341 0.538
H -3.09533 -0.79233 -2.28343 0.502
H -2.33825 -4.81736 -0.91206 0.536
H -4.65825 -5.43082 -1.47064 0.477